No. 1
Entry from the OMol25 dataset: C60H47FGeIrNO4P3S as an isolated structure (ωB97M-V/def2-TZVPD).

```
119
C60H47FGeIrNO4P3S, DFT ωB97M-V/def2-TZVPD
Ir 0.57654 -0.06545 -0.91901
F -1.14466 -0.70990 0.82806
Ge -2.10561 0.72829 1.16523
C -3.58134 -0.10595 0.20036
C -4.87817 -0.25814 0.71914
C -5.95884 -0.65529 -0.06764
C -5.67827 -1.06144 -1.33131
C -4.40885 -0.92587 -1.90551
C -3.31386 -0.40595 -1.10431
P -1.60829 -0.38565 -1.84538
C -1.78317 -2.02228 -2.69647
C -2.16350 -3.11958 -1.94152
C -2.28011 -4.43710 -2.50488
C -1.98326 -4.59483 -3.83037
C -1.50564 -3.52666 -4.56702
C -1.44426 -2.23515 -4.01520
C -1.84837 0.86535 -3.17558
C -2.88800 1.75260 -3.19004
C -3.16745 2.53482 -4.27616
C -2.30059 2.39359 -5.37614
C -1.14043 1.60771 -5.30465
C -0.85778 0.84867 -4.18369
C -1.84052 2.55524 0.62518
C -2.97439 3.26781 1.02465
C -2.85651 4.61717 1.26021
C -1.71439 5.32660 1.01292
C -0.62364 4.60844 0.54210
C -0.65678 3.20372 0.29330
P 0.75140 2.29006 -0.43292
C 2.20048 2.87561 0.50539
C 2.23047 2.67597 1.86554
C 3.41483 2.89747 2.54188
C 4.55475 3.32419 1.84740
C 4.49150 3.64091 0.49271
C 3.29854 3.39520 -0.15860
C 0.88561 3.19129 -2.02917
C 1.68949 2.52994 -2.95014
C 1.98068 3.11097 -4.20387
C 1.46637 4.35382 -4.52632
C 0.69609 4.97498 -3.57515
C 0.30122 4.38744 -2.36181
C -1.38101 0.65127 2.91379
C -1.81147 1.63226 3.81611
C -1.19581 1.81989 5.09623
C -0.08803 1.11857 5.39465
C 0.35784 0.14571 4.47845
C -0.20255 -0.09414 3.21146
P 0.60599 -1.44315 2.29673
C 2.03773 -1.92200 3.39337
C 3.17070 -1.11834 3.34229
C 4.32608 -1.42763 4.01803
C 4.36047 -2.61964 4.76591
C 3.17863 -3.36564 4.86773
C 2.10142 -3.07195 4.13209
C -0.61183 -2.73630 2.43475
C -1.23773 -3.02792 3.67268
C -2.25395 -3.97204 3.68187
C -2.67322 -4.63234 2.50380
C -2.07812 -4.28904 1.32659
C -1.04846 -3.37576 1.28945
H -5.00784 0.03154 1.82008
H -7.00878 -0.66846 0.23647
H -6.45684 -1.49577 -1.88454
H -4.26883 -1.23905 -2.97601
H -2.42132 -2.90066 -0.89730
H -2.73122 -5.23759 -1.96140
H -1.97934 -5.56866 -4.32321
H -1.22326 -3.71125 -5.60871
H -1.12276 -1.48393 -4.66950
H -3.57720 1.81023 -2.30611
H -4.02273 3.17557 -4.41570
H -2.69998 2.79731 -6.28813
H -0.49219 1.53845 -6.14710
H -0.01535 0.23601 -4.05669
H -3.92711 2.77344 1.15023
H -3.77254 5.16685 1.59827
H -1.67492 6.33123 1.19457
H 0.26801 5.11854 0.37465
H 1.26560 2.52936 2.35991
H 3.44356 2.75276 3.59185
H 5.47163 3.43030 2.32036
H 5.37763 3.94895 -0.05275
H 3.27038 3.43800 -1.23484
H 2.13591 1.59308 -2.74397
H 2.59120 2.58863 -4.93723
H 1.61489 4.81641 -5.47972
H 0.38598 5.97997 -3.71038
H -0.31448 4.94361 -1.70049
H -2.48807 2.43253 3.58422
H -1.46474 2.61183 5.71509
H 0.46800 1.29769 6.28051
H 1.28646 -0.42440 4.69296
H 3.10415 -0.18623 2.76307
H 5.19459 -0.78112 3.86981
H 5.26134 -2.95192 5.27932
H 3.21702 -4.31029 5.43606
H 1.29053 -3.80241 4.05549
H -1.07602 -2.36995 4.52066
H -2.67787 -4.23583 4.67075
H -3.44680 -5.33287 2.70862
H -2.46105 -4.76213 0.44223
H -0.61764 -3.05614 0.34605
O 3.27108 -2.41473 -2.91410
S 1.99564 -1.75775 -2.84621
O 1.48940 -1.53883 -4.16727
O 1.03042 -2.41739 -1.87059
O 2.17906 -0.32768 -2.16697
N 1.36496 -1.13439 0.91243
C 2.55841 -1.85159 0.55508
C 3.72185 -1.13965 0.20713
C 4.85340 -1.80622 -0.22571
C 4.80295 -3.18680 -0.29817
C 3.71111 -3.87918 0.10743
C 2.53833 -3.21022 0.49103
H 3.61545 -0.04919 0.29970
H 5.76829 -1.32322 -0.57848
H 5.66083 -3.71672 -0.76813
H 3.64150 -4.90651 -0.22446
H 1.71139 -3.88397 0.78269
```

Values from the calculation:
- HOMO energy (alpha / beta): -3.907 / -8.435 eV
- Total charge: 0
- Spin multiplicity: 6
- Lowest unoccupied orbital energy (alpha / beta): 0.0098 / -0.1217 hartree
- HOMO-LUMO gap (alpha / beta): 4.2 / 5.1 eV

=====

No. 2
Entry from the OMol25 dataset: the molecule C4H10N2OS (ωB97M-V/def2-TZVPD).

```
18
C4H10N2OS, DFT ωB97M-V/def2-TZVPD
C -0.61594 -1.00542 1.23115
C -0.25396 -0.36233 -0.16257
C -1.61941 0.11442 -0.69452
S -2.78496 -1.29942 -0.79920
N 0.72720 0.63988 -0.00457
C 2.06310 0.31897 -0.31168
N 2.70259 1.52453 -0.42112
O 2.40696 -0.83353 -0.55617
H 0.21470 -1.68680 1.59951
H -0.80627 -0.08014 1.92998
H -1.53841 -1.78426 1.20314
H 0.12892 -1.17474 -0.87923
H -1.52275 0.45242 -1.65849
H -2.01760 0.84603 -0.02188
H -3.51566 -1.09765 0.25653
H 0.49388 1.48039 0.53862
H 2.25447 2.34381 -0.79256
H 3.68315 1.60383 -0.45692
```

Values from the calculation:
- HOMO energy: -8.829 eV
- Total charge: 0
- Lowest unoccupied orbital energy: 0.0258 hartree
- HOMO-LUMO gap: 9.5 eV

=====

No. 3
Entry from the OMol25 dataset: C54H53IMnN6O2P2S as an isolated structure (ωB97M-V/def2-TZVPD).

```
120
C54H53IMnN6O2P2S, DFT ωB97M-V/def2-TZVPD
Mn -1.40584 -0.37237 0.46129
I -1.66513 0.00926 3.18487
C -3.04331 1.53131 2.74630
C -3.38969 2.39499 3.73977
C -4.37872 3.36657 3.47415
C -4.99294 3.39055 2.25698
C -4.64431 2.47403 1.23486
C -5.33360 2.46707 -0.00198
C -5.01477 1.55117 -0.95850
C -3.93978 0.65412 -0.76128
C -3.20004 0.65460 0.39229
C -3.60250 1.53110 1.44805
H -2.93078 2.33456 4.71721
H -4.65686 4.06717 4.24938
H -5.77110 4.11534 2.05235
H -6.12406 3.18992 -0.16234
H -5.55736 1.52057 -1.89458
H -3.68974 -0.02199 -1.56529
C 2.41531 -4.10102 5.86694
C 1.77486 -4.44650 4.54688
C 2.51455 -4.47144 3.36762
C 1.93829 -4.84635 2.16594
C 0.59718 -5.21876 2.10526
N 0.11332 -5.66689 0.84419
C -1.00277 -6.44531 0.59455
O -0.97521 -7.42475 -0.12233
N -2.17322 -6.06665 1.21530
C -2.73688 -4.81160 1.30880
C -4.05603 -4.70184 1.74517
C -4.64989 -3.45323 1.77328
C -3.90253 -2.35644 1.34786
N -2.64044 -2.47572 0.93728
C -2.07930 -3.66643 0.94209
C -0.15825 -5.18834 3.27173
C 0.43398 -4.80147 4.46757
H 3.25920 -3.42451 5.73466
H 2.79128 -5.00034 6.35895
H 1.69964 -3.63249 6.54380
H 3.56451 -4.20561 3.38859
H 2.54276 -4.88007 1.26601
H 0.85427 -5.98258 0.23518
H -2.84507 -6.81847 1.16137
H -4.60404 -5.58606 2.05003
H -5.67573 -3.32841 2.09131
H -4.33542 -1.36726 1.31246
H -1.04855 -3.71020 0.60531
H -1.19135 -5.49970 3.27357
H -0.16922 -4.79815 5.36785
O -1.47759 -1.21240 -3.73075
C -1.43274 -0.97247 -2.57333
N -1.41118 -0.71746 -1.41445
C 1.40912 -3.19009 -3.86460
C 1.68781 -3.65397 -2.44468
N 1.05855 -2.84127 -1.39414
C 1.55343 -1.91094 -0.59026
S 0.68137 -1.51164 0.87301
N 2.73879 -1.33169 -0.72215
C 3.75674 -1.37121 -1.77503
C 4.93925 -2.25569 -1.40792
H 1.80374 -3.92305 -4.56824
H 1.86182 -2.22171 -4.08008
H 0.34016 -3.08872 -4.03649
H 2.75057 -3.71554 -2.23515
H 1.29088 -4.66034 -2.30892
H 0.08741 -3.04087 -1.20997
H 2.96364 -0.74649 0.06801
H 4.08894 -0.34201 -1.91697
H 3.29601 -1.67110 -2.70839
H 5.37589 -1.94100 -0.45957
H 5.70963 -2.18231 -2.17493
H 4.64809 -3.30192 -1.31077
C 1.51341 2.17455 -0.66879
P 0.03706 2.01886 0.43201
C -0.83642 3.59259 0.09262
C -2.03001 3.54947 -0.62160
C -2.69703 4.72032 -0.95535
C -2.17116 5.94723 -0.58625
C -0.96201 6.00373 0.09629
C -0.29669 4.83560 0.42932
C 0.78112 2.31075 2.08398
C 0.15452 3.12918 3.02389
C 0.69457 3.29790 4.29020
C 1.86575 2.64118 4.64444
C 2.47775 1.79625 3.73042
C 1.93444 1.62776 2.46530
P 1.32003 1.39268 -2.34251
C 2.94772 1.82847 -3.07691
C 3.05696 1.77733 -4.46876
C 4.26467 2.03146 -5.09602
C 5.39363 2.33138 -4.34277
C 5.30328 2.36826 -2.96138
C 4.08813 2.11763 -2.33184
C 0.25796 2.59211 -3.22525
C 0.58752 3.94310 -3.33972
C -0.22398 4.80208 -4.05849
C -1.37145 4.31880 -4.67993
C -1.70470 2.97822 -4.57698
C -0.88959 2.11604 -3.85140
H 2.32320 1.63862 -0.17004
H 1.79720 3.22771 -0.73439
H -2.43749 2.59641 -0.92632
H -3.62381 4.66658 -1.51143
H -2.69329 6.86151 -0.83759
H -0.53464 6.96056 0.36688
H 0.64953 4.89780 0.95347
H -0.77309 3.62917 2.77384
H 0.19949 3.94868 4.99958
H 2.29742 2.78825 5.62542
H 3.37859 1.25920 4.00419
H 2.40907 0.93368 1.78253
H 2.18196 1.54687 -5.06687
H 4.32723 1.99491 -6.17581
H 6.33513 2.54140 -4.83243
H 6.17711 2.59863 -2.36558
H 4.04852 2.16508 -1.25053
H 1.49387 4.32355 -2.88101
H 0.03797 5.84893 -4.14226
H -1.99975 4.99083 -5.25064
H -2.58805 2.59619 -5.07264
H -1.13671 1.06498 -3.78786
```

Values from the calculation:
- HOMO energy (alpha / beta): -10.369 / -10.400 eV
- Total charge: +1
- Spin multiplicity: 5
- Lowest unoccupied orbital energy (alpha / beta): -0.1334 / -0.0880 hartree
- HOMO-LUMO gap (alpha / beta): 6.7 / 8.0 eV

=====

No. 4
Entry from the OMol25 dataset: a 2-piece molecular cluster, C3H4OS overall (ωB97M-V/def2-TZVPD).

```
9
C3H4OS, DFT ωB97M-V/def2-TZVPD
C -2.18262 1.67591 -1.27535
C -1.84154 0.56325 -1.63058
C 0.73786 -1.20812 0.49540
O -2.66116 -1.65607 -0.85924
S -1.69555 -1.13720 -1.81454
H -2.68366 2.56561 -1.37645
H 1.45669 -1.35781 -0.25208
H 0.80729 -1.77267 1.38667
H -0.22821 -0.68360 0.11410
```

Values from the calculation:
- HOMO energy (alpha / beta): -8.971 / -9.041 eV
- Total charge: 0
- Lowest unoccupied orbital energy (alpha / beta): -0.0604 / -0.0003 hartree
- HOMO-LUMO gap (alpha / beta): 7.3 / 9.0 eV

=====

Which value of total charge does entry 1 give?
0

=====

Number 2 is which compound?
C4H10N2OS